[1]
This record from OMol25 describes a molecular structure, C50H48AsBrN7O2S3Ti in a non-equilibrium geometry. The level of theory is ωB97M-V/def2-TZVPD.

The geometry in XYZ format:
```
113
Properties=species:S:1:pos:R:3:lowdin_spin:R:1
C -2.6537 -0.4318 -2.5406 0.002
As 2.3861 0.5588 0.6125 0.019
H 6.9440 0.1856 2.9404 0.000
C -3.7268 -1.9762 4.7299 0.003
C -1.2859 -3.6882 2.4578 0.000
C 0.1198 -6.9310 1.8415 0.000
N -1.2083 -4.9904 2.8165 0.000
S -0.4887 2.3037 -1.7021 0.016
C 6.9435 1.6805 1.3976 0.000
H -0.2984 6.2283 -6.7901 0.000
H -2.0112 2.8320 3.7778 0.000
C 4.2422 1.0473 1.0823 0.007
C -0.7524 -1.9595 -1.6414 0.002
H 6.6321 3.1090 -0.1802 0.000
C 2.3918 -1.1533 1.5487 0.000
C 6.1779 2.3518 0.4508 0.000
H -1.1625 4.1351 -7.8058 0.000
H -1.8133 0.2422 -2.6851 0.001
C -1.3015 3.3258 1.2907 0.011
H 3.0034 1.0222 -2.4573 0.000
H -3.9574 6.7374 0.3006 0.000
H -4.0765 0.1202 4.9303 0.000
C -0.7085 4.1170 -6.8226 0.000
C 3.2095 -0.0154 -2.2191 0.000
C -4.7075 2.9187 0.2263 0.000
C 2.9971 -0.4902 -0.9334 0.001
C 3.7147 -2.6923 -1.6051 0.000
C -2.5761 -0.3238 3.4549 0.003
H 2.9310 -4.6151 3.1586 0.000
C 3.2432 -1.8309 -0.6163 0.000
H 7.9981 1.9080 1.5080 0.000
S -1.5616 5.0398 1.1298 0.005
H -3.6929 0.1639 0.6142 0.004
C -3.1832 4.7424 0.5711 0.001
H 4.3181 -2.8844 -3.6546 0.000
H 1.2091 -4.1650 -0.7334 0.000
H 2.0291 -6.4812 -0.9354 0.000
C -3.4209 3.3645 0.5276 0.002
N 1.0253 4.1331 -2.9815 0.001
C 2.7690 -3.6426 2.7046 0.000
H -2.9299 -1.1509 0.0554 0.003
H 3.5842 -4.2506 0.8172 0.000
H -0.0415 -0.0431 -1.5676 0.004
C -2.0816 -2.6567 3.1345 0.003
N 1.4966 3.8107 -0.7886 0.001
C 3.1374 -3.4363 1.3808 0.000
C 5.0040 0.3957 2.0462 0.001
H -2.1342 -2.4151 -3.2070 0.000
H 0.7174 6.1798 -4.5421 0.000
H 1.3769 -8.2163 0.6947 0.000
H -4.9556 1.8641 0.2631 0.000
H -6.2168 5.9191 -0.3058 0.000
H -0.0262 -2.1601 -2.4325 0.000
H -1.6639 -5.4200 3.6020 0.000
C 0.0490 -4.6206 1.0424 0.000
C -4.1674 5.6736 0.2643 0.000
H 1.5985 -0.5477 3.4497 0.000
H 0.5821 -1.0250 -0.4597 0.003
N -0.2924 -0.7496 -0.8875 0.016
C -1.8827 -1.3354 2.7800 0.001
N -3.0100 -0.1486 -0.0651 0.026
H 4.5617 -0.3624 2.6777 0.000
O -2.2687 0.9415 3.0993 0.011
C -3.5120 -0.6472 4.4180 -0.001
C 2.1951 -2.6139 3.4484 0.000
Br -5.0263 -2.4116 6.0238 0.001
C -5.6974 3.8412 -0.0753 0.000
Ti -1.1513 0.7795 0.6410 1.775
H -2.8902 -2.3728 -1.6377 0.000
C 0.4187 4.0690 -4.2778 0.000
C -3.0115 -2.9765 4.1189 -0.001
H -3.1855 -4.0082 4.4028 0.000
H 4.2394 2.5554 -0.4461 0.000
C 0.9859 -7.2130 0.8027 0.000
O -0.9850 -0.9793 1.7988 0.025
H -3.2333 -0.4024 -3.4624 0.000
C 6.3524 0.7128 2.2000 0.000
H 3.9107 -3.7390 -1.3790 0.000
H 1.9074 -2.7834 4.4795 0.000
H -6.6958 3.4900 -0.3121 0.000
C -2.6042 1.9666 4.0425 0.002
H -0.9519 2.0015 -6.5721 0.000
C -0.3431 -5.6187 1.9274 0.000
C 3.6868 -0.8803 -3.2026 0.000
H -0.7358 -2.7971 -0.9661 0.000
H 1.2425 3.4495 0.1274 0.001
H -0.6393 -1.8561 1.4233 0.001
C -2.1607 -1.8582 -2.2731 0.001
C -3.5558 0.1105 -1.4311 0.008
H -4.5413 -0.3500 -1.5254 0.000
H 0.0734 1.9524 -4.3292 0.000
C -0.2280 5.2883 -6.2537 0.000
H -0.1829 -7.6896 2.5562 0.000
C 0.7343 3.4801 -1.8339 0.004
C -0.5962 2.9228 -6.1236 0.000
H -2.3456 1.6532 5.0523 0.000
C 0.3383 5.2628 -4.9870 0.000
H -3.6635 2.2146 3.9875 0.000
N -0.5554 -3.4222 1.4202 0.001
H -3.6653 1.1819 -1.5629 0.001
H 3.8640 -0.5153 -4.2072 0.000
C 1.3617 -6.2193 -0.1219 0.000
C 4.8336 2.0378 0.2985 0.001
H 1.6740 4.8933 -2.8876 0.000
H 2.0831 4.6298 -0.8115 0.000
S 0.0925 2.6244 1.9882 0.024
C 3.9397 -2.2135 -2.8897 0.000
C 2.9341 -2.1933 0.7880 0.000
C 2.0184 -1.3608 2.8702 0.000
C -0.0294 2.8886 -4.8553 0.000
C 0.9046 -4.9217 -0.0169 0.000
N -2.3097 2.5838 0.8781 0.006
C -5.4291 5.2119 -0.0727 0.000
```

Summary:
Net charge = +1
2S+1 = 3
Kohn-Sham gap (alpha / beta) = 6.127 / 7.642 eV
Energy above the lowest of the compared OMol25 structures with the same formula, charge and spin = 0.038 eV
Energy = -253656.8905 eV
F_max = 0.0286 hartree/bohr
LUMO (alpha / beta) = -2.18 / -2.19 eV

=====

[2]
This record from OMol25 describes a molecular structure, C50H48FN5O4Ru. The level of theory is ωB97M-V/def2-TZVPD.

The geometry in XYZ format:
```
109
Properties=species:S:1:pos:R:3:lowdin_spin:R:1
C -1.7324 4.4467 -1.1591 0.004
H 1.4027 3.0444 1.1886 0.006
N -1.0078 1.3305 1.5160 0.061
C 0.0028 2.5757 3.9666 0.002
C -0.8774 -4.5492 4.6703 0.000
C -4.1571 -0.7698 2.0590 0.002
C -4.3672 -1.1036 3.3424 0.001
H -0.2283 3.5249 -2.3666 0.002
H 3.1447 -2.3863 2.3474 0.019
H 3.6218 -3.4857 -1.4626 0.000
H -0.7347 -2.5735 3.8708 0.000
C -2.4968 4.3591 -0.0139 0.031
H -1.9038 -8.2636 3.5587 0.000
C -5.1675 -1.1635 0.9977 0.000
C 3.2230 -0.2170 -2.3803 0.025
C -1.3885 0.3291 3.7054 0.002
H -1.5738 -9.1602 1.1792 0.000
C -1.2842 2.3660 0.6596 0.016
H -3.8363 3.8926 2.3280 0.000
C -1.6254 -8.0976 1.4212 0.000
C -2.9133 -0.1055 1.5897 0.011
C 3.7114 0.8326 -3.1795 0.087
C -2.2928 3.3126 0.8885 0.008
H 0.3101 -7.5602 0.7002 0.000
H -1.0890 -6.5956 5.2556 0.000
C -0.8093 -4.0823 2.3363 0.000
O -0.9592 -1.5420 -1.2831 0.085
C -1.0048 -6.3813 3.1260 0.000
C -2.2942 -0.4178 4.6461 0.000
C -1.0748 -2.7813 -1.3738 0.009
C -1.1795 -7.8532 2.8528 0.000
H 4.9412 -0.1812 3.6828 0.004
C 0.4121 0.6446 5.4338 0.001
H 4.9102 2.3572 2.7425 0.003
H 0.4962 3.1620 4.7482 0.000
H -0.8646 -8.7540 -1.0948 0.000
H -0.6998 3.2210 3.4462 0.000
C -2.0546 0.9114 2.4332 0.011
C 2.1384 0.0519 -1.5111 0.052
H -0.3176 -7.1836 -1.6720 0.000
C 1.4951 1.3082 -1.5274 0.051
H -2.6599 -7.7737 1.2790 0.000
H -1.4245 1.7579 5.3109 0.000
C -0.9533 -4.9547 -0.2337 0.002
C -3.0226 2.0144 2.8024 -0.001
C -0.6629 1.3721 4.6211 0.000
H -6.0602 -1.4818 1.5491 0.000
H -5.4719 -2.6914 -0.5090 0.000
H -1.9134 5.2334 -1.8794 -0.001
H 0.7496 2.2469 3.2548 0.001
C -1.0010 -7.6780 -0.9850 0.000
C 2.9258 1.7265 1.8905 0.294
C 3.2393 -2.4733 -1.4900 0.068
C -0.7350 -7.3166 0.4642 0.000
O -2.5976 -0.2385 0.4157 0.040
C -0.7952 -3.6312 3.6637 0.000
C -3.5080 -0.9593 4.5071 0.000
H -3.6486 1.8561 3.6724 0.000
O -1.3370 -3.4592 -2.3756 0.009
N 0.3866 1.3949 -0.6739 0.127
N 1.6953 -0.8740 -0.5943 0.222
C 3.1520 2.0937 -3.1015 0.031
H 4.5476 0.6398 -3.8409 0.003
H -3.2807 5.0812 0.1852 0.002
H -1.0411 -5.2907 -1.2560 0.000
C 4.1827 0.3099 3.0947 0.139
H -4.7384 0.3227 -0.5265 0.000
C 2.0536 2.3434 -2.2819 0.082
C 2.5166 -1.6871 2.9068 0.050
H 2.7606 2.8390 0.1004 0.022
H -4.4092 -3.1957 0.8131 0.000
H -6.3908 -0.2979 -0.5561 0.000
C -0.9907 -5.9118 4.4224 0.000
C -5.5709 0.0055 0.0980 0.000
H 1.8345 -2.8276 0.0882 0.010
H 4.5725 -1.7755 -3.0586 0.018
H 0.8144 1.2947 6.2134 0.000
C -0.7429 3.4943 -1.4197 0.031
N -0.9044 -5.8788 0.7459 0.001
H -3.9242 -1.4048 5.4058 0.000
C -3.1247 3.1174 2.0631 0.001
H 1.6586 3.3444 -2.2260 0.006
F -0.8692 -4.1404 5.9585 0.000
C 2.2324 -2.1198 -0.6278 0.158
H -0.6194 -0.3629 3.3414 0.001
N 2.2218 0.5773 1.9260 0.059
C -0.9122 -3.5999 -0.0682 0.001
H -5.9042 0.8609 0.6885 0.000
C -4.6807 -2.3577 0.1667 0.000
H -1.8915 -0.5025 5.6504 0.000
C 2.4852 2.9351 1.1555 0.051
C -0.7307 -3.0936 1.2479 0.002
H 1.4809 -1.8363 2.6092 0.001
Ru 0.0034 -0.1418 0.4345 2.364
C 3.7704 -1.5274 -2.3770 0.265
H -0.2342 -8.3743 3.0340 0.000
H 0.0573 -0.2693 5.9120 0.000
C -0.4932 2.4619 -0.5245 0.002
C 4.1654 1.5865 2.6261 0.128
H -5.3010 -1.6201 3.5536 0.000
H 3.5626 2.9056 -3.6895 0.000
H -2.0222 -7.4300 -1.2766 0.000
O -0.5216 -1.8979 1.5787 0.023
H 2.6284 -1.9206 3.9688 0.011
C 2.9484 -0.2953 2.6343 0.279
H -3.8139 -2.0860 -0.4310 0.000
H 1.2365 0.3733 4.7697 0.001
H 2.9660 3.8284 1.5554 0.003
C -0.8964 -5.4548 2.0684 0.000
```

Summary:
Net charge = -1
2S+1 = 6
Kohn-Sham gap (alpha / beta) = 3.605 / 4.920 eV
Energy above the lowest of the compared OMol25 structures with the same formula, charge and spin = 2.340 eV
Energy = -73570.1294 eV
F_max = 0.0182 hartree/bohr
LUMO (alpha / beta) = 1.98 / 1.06 eV